1.
The following is a quantum chemistry calculation of a cluster of 2 separate species, C3H11N2O in total at a distorted geometry, from the OMol25 dataset.

```
17
Properties=species:S:1:pos:R:3:forces:R:3
C -2.2946 -0.6225 0.1502 -0.5 -0.6 -0.5
C -1.4566 0.5494 0.6173 0.8 -1.2 0.4
N 1.9274 1.2643 -0.7702 -0.5 -1.1 1.0
C 0.7766 1.3427 -0.0968 -1.9 1.0 -3.0
N -0.0741 0.3740 0.1088 1.4 -0.4 1.1
H -2.5882 -0.5441 -0.8975 -0.2 0.2 0.1
H -1.8341 -1.6132 0.2107 0.5 0.3 0.3
H -3.1712 -0.7393 0.7868 -0.2 0.4 -0.2
H -1.8547 1.4962 0.2684 0.0 0.1 0.3
H -1.3545 0.4388 1.6963 -0.4 0.7 0.1
H 2.1545 0.3345 -1.0869 0.6 0.2 -0.1
H 2.2123 2.0455 -1.3366 0.2 0.1 0.2
H 0.3037 2.3227 -0.1810 0.3 0.2 0.9
H 0.3197 -0.5877 0.2412 -0.6 0.4 -0.5
H 1.6389 -2.1205 -0.6297 0.1 0.1 0.2
H 0.6953 -3.0927 -0.0440 -0.3 0.1 0.4
O 1.0124 -2.1904 0.1046 0.4 -0.4 -0.7
```
Forces are in eV/Å.

spin multiplicity: 1
LUMO: -3.79 eV
HOMO: -14.91 eV
energy relative to the best compared isomer or geometry (same formula, charge and spin): 104.80 kJ/mol
total charge: +1

The molecule's Mulliken atomic charges, reported in e, are given here:
1. C -1.16
2. C -0.21
3. N -0.31
4. C 0.19
5. N -0.07
6. H 0.32
7. H 0.30
8. H 0.36
9. H 0.37
10. H 0.27
11. H 0.16
12. H 0.29
13. H 0.28
14. H 0.25
15. H 0.31
16. H 0.33
17. O -0.68

=====

2.
The following is a quantum chemistry calculation of the molecule C4H4BrN at a distorted geometry, from the OMol25 dataset.

```
10
Properties=species:S:1:pos:R:3:forces:R:3
C 0.2545 -0.6530 0.2650 1.6 -1.5 -0.7
C -0.5945 0.5903 0.1757 -1.8 -0.9 -1.0
Br -2.6664 0.0346 0.2713 2.0 0.6 0.2
C 0.2474 1.7741 0.9541 -0.2 1.4 -1.1
N 0.7455 2.2612 -0.1861 -1.2 -1.4 0.9
C -0.4197 1.6683 -0.7481 2.1 0.5 1.3
H 0.0231 -1.3879 -0.6429 0.8 1.6 2.0
H 0.1956 -1.2229 1.2208 -0.9 0.5 -0.6
H 1.3678 -0.3356 0.3962 -1.8 -0.5 -1.2
H -1.0139 2.3116 -1.3872 -0.7 -0.5 0.3
```
Forces are in eV/Å.

spin multiplicity: 1
LUMO (alpha / beta): -0.32 / -0.32 eV
HOMO (alpha / beta): -9.65 / -9.65 eV
energy relative to the best compared isomer or geometry (same formula, charge and spin): 387.94 kJ/mol
total charge: 0
SMILES string: C[C@@]1(Br)C2=N[C@H]21

The molecule's Mulliken atomic charges, reported in e, are given here:
1. C -1.06
2. C 0.80
3. Br -0.22
4. C -0.38
5. N -0.24
6. C -0.20
7. H 0.29
8. H 0.35
9. H 0.33
10. H 0.33

=====

3.
The following is a quantum chemistry calculation of a structure of composition C37H34CdCl3N4P2S5, from the OMol25 dataset.

```
86
Properties=species:S:1:pos:R:3:forces:R:3
Cd 0.3143 0.5612 1.8367 0.0 -0.2 0.4
C 5.5504 -0.5464 3.6955 0.0 0.0 -0.1
S 4.6544 0.8564 4.3803 0.0 0.0 0.0
C 2.9839 0.5848 3.8327 0.1 -0.1 0.0
S 2.6495 -0.4680 2.5309 0.1 0.0 -0.1
N 2.1479 1.2681 4.5573 -0.2 0.0 -0.1
N 0.8621 1.2579 4.0790 0.2 -0.1 0.0
C -0.0661 1.2851 4.9434 -0.1 0.2 0.0
C -1.4645 1.4006 4.5016 0.0 0.0 0.0
C -2.5012 1.2973 5.4186 0.0 0.0 0.0
C -3.8052 1.3972 4.9591 0.0 0.0 0.0
C -4.0210 1.6023 3.6082 0.0 0.0 0.0
C -2.9225 1.6944 2.7616 0.0 0.0 0.0
N -1.6728 1.6047 3.1988 0.0 0.0 0.0
H 6.5904 -0.4030 3.9912 0.0 0.0 0.0
H 5.1831 -1.4853 4.1040 0.0 0.0 0.0
H 5.4815 -0.5737 2.6116 0.0 0.0 0.0
H 0.1575 1.2412 6.0077 0.0 0.0 0.0
H -2.2808 1.1287 6.4649 0.0 0.0 0.0
H -4.6372 1.3082 5.6467 0.0 0.0 0.0
H -5.0198 1.6744 3.1994 0.0 0.0 0.0
H -3.0364 1.8279 1.6904 0.0 0.0 0.0
S -1.5789 -1.5765 2.4727 0.1 0.0 -0.1
P -1.1273 -1.6349 0.5117 0.1 0.0 -0.1
C -0.3151 -0.2577 -0.0988 -0.3 0.2 0.3
P -0.9950 0.8039 -1.2313 0.0 0.0 -0.1
S -2.4295 2.1249 -0.7678 0.0 -0.1 0.0
C -1.4847 -0.1559 -2.7156 0.0 0.0 0.0
C -2.7287 -0.0261 -3.3142 0.0 0.0 0.0
C -3.0377 -0.7635 -4.4522 0.0 0.0 0.0
C -2.0976 -1.6185 -5.0055 0.0 0.0 0.0
C -0.8456 -1.7475 -4.4130 0.0 0.0 0.0
C -0.5446 -1.0251 -3.2706 0.0 0.0 0.0
C 0.3359 1.8497 -1.9503 0.1 0.0 0.1
C 0.2443 2.3175 -3.2591 0.0 0.1 0.0
C 1.1501 3.2505 -3.7452 0.0 0.0 0.0
C 2.1575 3.7416 -2.9254 0.0 0.0 0.0
C 2.2690 3.2659 -1.6257 0.0 0.0 0.0
C 1.3769 2.3145 -1.1524 0.0 -0.1 0.0
C -0.0420 -3.0914 0.2881 0.0 0.0 0.0
C -0.4634 -4.3732 0.6389 0.0 0.0 0.0
C 0.3947 -5.4511 0.5045 0.0 0.0 0.0
C 1.6933 -5.2560 0.0413 0.0 0.0 0.0
C 2.1227 -3.9816 -0.2915 0.0 0.0 0.0
C 1.2514 -2.9033 -0.1773 0.0 0.0 0.0
C -2.6317 -2.0825 -0.4254 0.0 0.0 0.0
C -2.6123 -2.9813 -1.4885 0.0 0.0 0.0
C -3.7697 -3.2460 -2.2064 0.0 0.0 0.0
C -4.9562 -2.6089 -1.8717 0.0 0.0 0.0
C -4.9807 -1.7056 -0.8181 0.0 0.0 0.0
C -3.8259 -1.4476 -0.0958 0.0 0.0 0.0
H -3.4496 0.6507 -2.8707 0.0 0.0 0.0
H -4.0188 -0.6710 -4.9032 0.0 0.0 0.0
H -2.3388 -2.1897 -5.8945 0.0 0.0 0.0
H -0.1087 -2.4196 -4.8370 0.0 0.0 0.0
H 0.4201 -1.1356 -2.7864 0.0 0.0 0.0
H -0.5537 1.9692 -3.9032 0.0 0.0 0.0
H 1.0574 3.6028 -4.7658 0.0 0.0 0.0
H 2.8539 4.4835 -3.2975 0.0 0.0 0.0
H 3.0523 3.6372 -0.9747 0.0 0.0 0.0
H 1.5014 1.9239 -0.1518 0.0 0.0 -0.1
H -1.4638 -4.5187 1.0301 0.0 0.0 0.0
H 0.0582 -6.4454 0.7732 0.0 0.0 0.0
H 2.3682 -6.0991 -0.0485 0.0 0.0 0.0
H 3.1368 -3.8134 -0.6343 0.0 0.0 0.0
H 1.5642 -1.8984 -0.4359 0.0 0.0 0.0
H -1.6870 -3.4695 -1.7658 0.0 0.0 0.0
H -3.7394 -3.9416 -3.0363 0.0 0.0 0.0
H -5.8593 -2.8117 -2.4353 0.0 0.0 0.0
H -5.9016 -1.1977 -0.5579 0.0 0.0 0.0
H -3.8383 -0.7477 0.7309 0.0 0.0 0.0
C 4.7482 1.0440 -0.1539 0.0 0.1 0.0
S 3.7426 -0.2488 -0.8949 0.1 -0.1 0.0
C 4.0493 0.1082 -2.6322 0.0 0.1 -0.1
H 4.3907 2.0319 -0.4466 0.0 -0.1 0.0
H 5.7971 0.9375 -0.4368 0.0 0.0 0.0
H 4.6468 0.9414 0.9257 0.0 0.0 0.0
H 5.1168 0.0907 -2.8587 0.0 0.0 0.0
H 3.6261 1.0734 -2.9170 0.0 0.0 0.0
H 3.5568 -0.6700 -3.2149 0.0 0.0 0.0
Cl -0.4892 5.2877 -0.4708 0.0 0.0 0.0
C -0.3222 5.2137 1.2788 0.1 0.0 -0.1
Cl -1.8839 4.9340 2.0473 0.0 0.0 0.0
Cl 0.3909 6.7274 1.8963 0.0 0.0 0.0
C 0.5959 4.1221 1.6184 -0.1 -0.1 0.0
N 1.3039 3.2501 1.8494 0.0 0.1 0.0
```
Forces are in eV/Å.

spin multiplicity: 1
LUMO: 2.15 eV
HOMO: -4.22 eV
energy relative to the best compared isomer or geometry (same formula, charge and spin): 40.89 kJ/mol
total charge: -1

The molecule's Mulliken atomic charges, reported in e, are given here:
1. Cd 1.77
2. C -0.63
3. S -0.07
4. C 0.20
5. S -0.50
6. N -1.36
7. N 0.94
8. C -1.00
9. C 0.93
10. C -0.85
11. C -0.43
12. C -0.94
13. C -0.24
14. N 0.39
15. H 0.33
16. H 0.26
17. H 0.15
18. H 0.28
19. H 0.42
20. H 0.40
21. H 0.46
22. H 0.13
23. S -0.49
24. P 2.38
25. C -1.69
26. P 2.44
27. S -0.57
28. C -0.22
29. C -0.53
30. C -0.73
31. C -0.50
32. C -0.58
33. C -0.29
34. C 0.19
35. C -0.62
36. C -0.72
37. C -0.96
38. C -0.60
39. C 0.03
40. C -0.62
41. C -0.35
42. C -0.68
43. C -0.43
44. C -0.74
45. C 0.57
46. C -0.02
47. C -0.27
48. C -0.73
49. C -0.46
50. C -0.71
51. C -0.20
52. H 0.37
53. H 0.40
54. H 0.34
55. H 0.41
56. H 0.38
57. H 0.38
58. H 0.41
59. H 0.38
60. H 0.47
61. H 0.01
62. H 0.41
63. H 0.37
64. H 0.37
65. H 0.45
66. H -0.38
67. H 0.38
68. H 0.38
69. H 0.38
70. H 0.41
71. H 0.18
72. C -0.45
73. S 0.45
74. C -0.97
75. H 0.02
76. H 0.38
77. H -0.05
78. H 0.39
79. H 0.11
80. H 0.31
81. Cl -0.04
82. C 0.77
83. Cl -0.06
84. Cl -0.14
85. C -0.35
86. N -0.37

=====

4.
The following is a quantum chemistry calculation of a cluster of 3 separate species, C28H59BrF3N4O15P4S in total at a distorted geometry, from the OMol25 dataset.

```
115
Properties=species:S:1:pos:R:3:forces:R:3
C -0.5277 -5.3048 1.4764 -0.2 -0.9 0.0
C -1.0524 -4.9221 0.0100 -1.5 -2.1 0.6
N -0.2631 -4.0313 -0.8185 -1.5 0.9 0.8
C -0.1882 -2.5953 -0.6026 1.2 -0.1 0.8
C -0.6370 -2.0348 0.8364 -0.7 0.6 0.5
C -2.2028 -2.1056 1.2034 -0.3 0.4 1.0
C -2.7326 -0.6144 1.5335 1.1 -0.2 0.2
P -4.2738 -0.5663 2.6278 -3.0 2.2 -0.4
O -5.4683 -0.2507 1.7123 2.7 -1.3 2.0
O -4.0452 0.7648 3.7065 0.4 -2.5 -2.1
C -3.7923 1.9852 2.9606 0.3 2.2 -0.2
C -2.3644 2.6616 3.2567 0.3 0.0 -0.1
O -4.4717 -1.9264 3.6207 0.5 2.3 -2.0
C -5.3740 -2.9110 3.0364 -1.5 -1.9 -0.2
C -6.9395 -2.5817 3.2394 0.4 0.7 -0.6
C -1.0651 -1.6642 -1.6391 -2.7 -0.1 1.8
C -2.3463 -2.4904 -2.2543 -0.7 0.0 0.2
C -3.7557 -1.6818 -2.0346 -0.8 -1.2 0.1
C -4.9122 -2.8058 -2.2019 -0.6 -0.9 -3.5
O -5.0323 -3.3132 -3.3539 0.4 1.5 4.9
O -5.7629 -3.1686 -1.1003 2.7 -0.1 -1.9
N -0.2568 -0.9347 -2.6736 -0.6 -2.2 -3.1
C -1.1519 -0.3255 -3.7857 -1.7 2.5 -0.2
C -0.5541 1.0546 -4.4089 -1.0 -0.2 -1.0
N 0.5557 0.1138 -2.3420 1.8 2.9 4.5
C 0.5006 0.7060 -1.2253 -4.1 2.4 3.6
O 0.1467 1.3886 -0.2220 3.2 -4.3 -6.4
C 0.6659 -2.0352 -3.2175 1.0 -2.0 1.1
Br 1.3247 -1.7977 -5.0583 -0.2 0.1 1.2
C 1.8441 -2.2706 -2.0938 1.0 -2.6 -1.6
C 3.1912 -1.4646 -2.3937 0.1 1.0 -1.1
C 4.0775 -0.8467 -1.2367 1.6 2.0 -0.9
O 3.4049 -0.2971 -0.0874 -0.1 -0.3 -0.8
C 5.3907 -1.7471 -0.8531 0.9 0.5 -0.2
F 5.6933 -1.5035 0.5139 -0.2 -1.5 -3.5
F 5.2514 -3.1095 -1.1931 0.5 3.2 1.4
F 6.5336 -1.2739 -1.5948 -2.8 -1.2 1.7
N 1.3215 -2.3234 -0.7020 -0.8 1.8 -0.2
P 2.2698 -3.3032 0.3901 1.4 -2.2 0.0
S 2.8345 -5.0729 -0.2752 -0.2 0.6 -0.3
H 0.5549 -5.6988 1.4332 -1.6 0.9 0.1
H -0.6877 -4.4971 2.2738 0.4 -1.1 -1.3
H -1.1608 -6.2126 1.8234 0.9 1.5 -0.6
H -2.1670 -4.6137 0.1333 1.8 -0.2 -0.3
H -1.1289 -5.9380 -0.5499 0.3 1.8 0.8
H 0.2068 -4.4198 -1.6321 -0.1 0.2 0.7
H -0.3686 -0.9069 0.8505 -0.2 -2.0 -0.2
H -0.1044 -2.4762 1.7370 -0.4 0.4 -1.6
H -2.8693 -2.6043 0.4254 1.0 0.7 1.0
H -2.3428 -2.7099 2.1823 0.3 0.8 -1.7
H -1.9119 -0.0109 2.0823 -1.2 -1.1 -0.7
H -2.9428 -0.0204 0.5638 0.0 -0.9 1.7
H -3.9042 1.8818 1.8271 0.0 -0.2 1.6
H -4.5904 2.7494 3.2926 1.1 -1.3 -0.6
H -2.1193 3.4265 2.4227 -0.6 -1.2 1.3
H -2.3450 3.2371 4.2500 -0.1 -1.0 -1.4
H -1.4962 1.9060 3.2678 -1.4 1.0 0.0
H -5.1807 -3.9110 3.5866 0.1 1.8 -0.9
H -5.1637 -3.0603 1.9177 -0.2 0.3 1.6
H -7.3919 -2.3561 2.1985 0.6 -0.4 1.9
H -6.9947 -1.6115 3.8503 -0.1 -1.5 -0.8
H -7.5155 -3.4366 3.7545 1.1 1.4 -0.8
H -1.6562 -0.8360 -1.0755 1.6 -1.1 -0.6
H -2.1883 -2.8041 -3.3426 -0.4 0.6 1.5
H -2.5588 -3.4618 -1.6866 1.1 1.4 -0.7
H -3.9480 -0.9122 -2.8594 0.2 -1.0 1.4
H -3.8681 -1.2742 -0.9741 0.4 -0.2 -1.6
H -5.7906 -4.1576 -1.1353 -0.5 1.0 -0.2
H -1.4657 -1.0858 -4.5683 0.7 0.9 1.3
H -2.0695 0.0783 -3.2017 1.4 -1.1 -1.0
H 0.4992 0.9681 -4.8223 -1.4 0.2 0.8
H -0.7132 1.9589 -3.7088 0.5 -1.6 -1.0
H -1.2370 1.2751 -5.3213 1.0 -0.5 1.5
H 0.1046 -3.0460 -3.2928 0.5 2.1 0.2
H 2.1344 -3.3739 -2.3520 -0.4 1.6 0.3
H 3.8945 -2.1038 -3.0584 -1.3 0.9 1.3
H 2.9205 -0.5682 -3.0803 0.4 -1.4 1.3
H 4.5969 0.0858 -1.7037 -0.6 -1.9 0.4
H 3.3880 0.6858 -0.1099 0.3 -1.1 -0.1
H 1.6503 -3.6194 1.6508 -0.2 1.2 -0.9
H 3.5122 -2.6801 0.8148 -1.5 0.3 -0.5
C 3.9031 3.8922 4.8011 -0.1 0.6 0.0
O 4.0936 2.6048 5.3754 2.2 -0.4 -2.7
P 3.6569 1.3050 4.3366 -7.3 -3.1 6.1
O 2.1675 1.5433 4.5492 1.1 0.7 -1.6
O 4.1876 0.2078 5.4453 1.1 0.7 -1.3
C 5.2220 0.5290 6.3679 0.3 0.0 0.6
O 3.3402 0.0252 3.2357 2.3 2.2 -0.7
C 4.4824 -0.6515 2.7215 0.2 -0.6 0.2
H 4.2357 4.6448 5.5207 0.0 -0.2 0.0
H 4.4980 3.9862 3.8908 0.0 0.3 0.1
H 2.8482 4.0641 4.5777 0.0 -0.1 0.0
H 4.7933 1.0330 7.2373 0.1 0.1 -0.1
H 5.9891 1.1567 5.9104 -0.1 0.0 0.2
H 5.6913 -0.3956 6.7070 -0.2 -0.1 -0.2
H 4.9074 -1.3135 3.4824 0.1 0.2 0.0
H 5.2367 0.0652 2.3883 0.1 -0.3 -0.2
H 4.1724 -1.2587 1.8750 -0.1 0.4 0.4
C 0.9746 4.2413 -1.9494 -0.1 -0.3 0.2
O 1.1092 4.9071 -3.1963 1.4 2.2 2.0
P 0.1959 6.3624 -3.3091 -6.1 -2.9 -7.3
O -1.1136 5.6033 -3.4775 0.9 0.6 1.7
O 0.8299 6.6737 -4.7983 0.9 0.4 1.5
C 2.1182 6.1989 -5.1689 0.4 -0.2 -0.4
O -0.6193 7.8714 -3.3482 2.6 -0.7 2.3
C 0.2090 9.0273 -3.2782 0.2 0.7 -0.2
H 1.6099 3.3501 -1.9569 0.1 0.2 -0.1
H 1.3004 4.8976 -1.1409 0.0 -0.3 0.2
H -0.0602 3.9314 -1.7856 0.0 0.1 0.0
H 2.0377 5.1745 -5.5409 0.1 0.0 0.1
H 2.8188 6.2409 -4.3327 0.0 -0.1 -0.2
H 2.5059 6.8243 -5.9741 -0.2 0.1 0.1
H 0.7133 9.1914 -4.2349 0.0 -0.1 0.1
H 0.9485 8.9250 -2.4806 0.0 0.3 0.0
H -0.4209 9.8955 -3.0690 0.0 -0.2 0.0
```
Forces are in eV/Å.

spin multiplicity: 1
LUMO: -4.42 eV
HOMO: -10.86 eV
total charge: +1

Mulliken atomic charge list, values in e, 99 entries:
1. C -1.06
2. C -0.12
3. N 0.47
4. C -0.73
5. C -1.36
6. C 0.21
7. C -0.55
8. P 1.12
9. O -0.71
10. O -0.52
11. C -0.25
12. C -0.85
13. O -0.44
14. C 0.20
15. C -0.93
16. C -1.16
17. C -1.33
18. C 0.22
19. C 0.09
20. O -0.55
21. O -0.39
22. N 2.13
23. C -0.28
24. C -1.03
25. N -1.09
26. C 0.80
27. O -0.54
28. C -0.89
29. Br 0.03
30. C -0.17
31. C -1.00
32. C -0.63
33. O -0.30
34. C 0.55
35. F -0.20
36. F -0.21
37. F -0.30
38. N 1.00
39. P 0.37
40. S -0.38
41. H 0.27
42. H 0.17
43. H 0.42
44. H 0.01
45. H 0.40
46. H 0.46
47. H 0.10
48. H 0.52
49. H -0.33
50. H 0.66
51. H 0.13
52. H 0.23
53. H 0.28
54. H 0.35
55. H 0.24
56. H 0.31
57. H 0.21
58. H 0.39
59. H -0.17
60. H 0.25
61. H 0.23
62. H 0.31
63. H 0.14
64. H 0.45
65. H 0.31
66. H 0.55
67. H -0.03
68. H 0.36
69. H 0.45
70. H 0.22
71. H 0.27
72. H 0.27
73. H 0.39
74. H 0.51
75. H 0.83
76. H 0.32
77. H 0.47
78. H 0.50
79. H 0.24
80. H 0.24
81. H -0.25
82. C -0.72
83. O -0.28
84. P 1.03
85. O -0.63
86. O -0.31
87. C -0.64
88. O -0.26
89. C 0.14
90. H 0.25
91. H 0.31
92. H 0.28
93. H 0.25
94. H 0.31
95. H 0.29
96. H 0.41
97. H 0.39
98. H -0.75
99. C -0.68

=====

Question: Among the records above, which one has the lowest total charge?
Answer: C37H34CdCl3N4P2S5

=====

Question: Which of these has the lowest total charge?
Answer: C37H34CdCl3N4P2S5